Record 1
{"formula": "C17H12I2NO6PS", "method": "ωB97M-V/def2-TZVPD", "elements": ["C", "C", "I", "C", "I", "C", "C", "O", "N", "O", "C", "C", "C", "C", "C", "O", "C", "C", "C", "C", "C", "C", "P", "O", "O", "S", "C", "O", "H", "H", "H", "H", "H", "H", "H", "H", "H", "H", "H", "H"], "xyz": [[3.426, -0.432, -1.884], [1.931, -0.796, -2.037], [1.803, -2.122, -3.721], [1.083, 0.492, -2.140], [1.546, 1.676, -3.903], [-0.412, 0.277, -1.930], [-1.283, -0.153, -2.923], [-0.842, -0.397, -4.221], [-1.708, 0.339, -5.157], [-1.623, 1.482, -5.024], [-2.626, -0.372, -2.699], [-3.173, -0.180, -1.460], [-2.340, 0.265, -0.467], [-0.994, 0.501, -0.678], [-0.242, 1.004, 0.532], [0.569, 1.907, 0.539], [-0.625, 0.325, 1.849], [-1.973, 0.074, 2.034], [-2.441, -0.500, 3.185], [-1.554, -0.825, 4.191], [-0.218, -0.595, 4.011], [0.268, -0.012, 2.852], [2.048, 0.284, 2.738], [2.616, -0.206, 1.321], [2.691, -0.712, 3.833], [2.561, 2.088, 3.215], [-2.912, 0.476, 0.918], [-4.022, 0.922, 1.125], [3.649, 0.003, -0.909], [4.024, -1.343, -1.999], [3.761, 0.227, -2.691], [1.671, -1.326, -1.114], [1.427, 1.131, -1.324], [-3.257, -0.703, -3.518], [-4.222, -0.367, -1.263], [-3.504, -0.679, 3.315], [-1.956, -1.253, 5.103], [0.473, -0.842, 4.810], [3.183, 0.526, 1.026], [3.198, -0.183, 4.463]], "smiles": "C[C@H](I)[C@@H](I)c1c(ON=O)ccc2c1C(=O)c1c(cccc1P(O)(O)=S)C2=O", "homo_energy_ev": -9.06, "total_charge": 0}

***

Record 2
{"formula": "C17H12N4O11P2Sn", "method": "ωB97M-V/def2-TZVPD", "elements": ["Sn", "O", "P", "O", "O", "O", "P", "O", "O", "O", "H", "H", "O", "C", "O", "C", "C", "C", "N", "C", "C", "C", "O", "O", "H", "H", "H", "N", "C", "C", "C", "C", "C", "C", "C", "N", "C", "C", "N", "C", "H", "H", "H", "H", "H", "H", "H"], "xyz": [[0.266, -0.601, -2.125], [-3.917, 1.017, -1.208], [-2.553, 0.752, -0.451], [-2.065, 1.969, 0.200], [-1.609, 0.025, -1.416], [-3.020, -0.391, 0.608], [-2.210, -1.370, 1.540], [-0.958, -0.548, 2.038], [-3.038, -2.060, 2.506], [-0.260, -2.035, 0.000], [-4.272, 0.248, -1.671], [-0.980, -0.387, 2.992], [6.392, -1.594, 1.294], [5.775, -2.615, 0.949], [5.996, -3.825, 1.035], [4.458, -2.249, 0.261], [4.436, -1.488, -0.904], [3.229, -1.113, -1.451], [2.052, -1.417, -0.891], [2.068, -2.183, 0.219], [3.226, -2.627, 0.808], [0.761, -2.540, 0.823], [0.552, -3.136, 1.820], [-1.534, -2.432, 0.477], [5.364, -1.171, -1.360], [3.189, -0.510, -2.355], [3.179, -3.258, 1.685], [-1.595, 9.692, 0.065], [-1.189, 8.621, -0.017], [-0.680, 7.278, -0.123], [0.690, 7.070, -0.268], [1.178, 5.782, -0.384], [0.290, 4.718, -0.342], [-1.074, 4.906, -0.180], [-1.559, 6.200, -0.080], [0.793, 3.385, -0.463], [1.826, 2.827, 0.265], [1.913, 1.534, -0.126], [0.949, 1.296, -1.089], [0.296, 2.431, -1.257], [1.362, 7.916, -0.300], [2.236, 5.604, -0.522], [-1.730, 4.047, -0.102], [-2.618, 6.374, 0.046], [2.372, 3.389, 1.001], [2.586, 0.772, 0.223], [-0.538, 2.592, -1.919]], "homo_energy_ev": -8.35, "relative_energy_ev": 0.9045, "total_charge": 0}

***

Record 3
{"formula": "C17H12N4OS", "method": "ωB97M-V/def2-TZVPD", "elements": ["O", "C", "N", "C", "C", "C", "C", "C", "C", "C", "N", "C", "C", "C", "N", "C", "N", "C", "C", "C", "C", "C", "S", "H", "H", "H", "H", "H", "H", "H", "H", "H", "H", "H", "H"], "xyz": [[-1.043, 4.389, 1.521], [-0.399, 3.444, 1.110], [0.613, 2.917, 1.869], [1.300, 1.708, 1.736], [2.603, 1.618, 2.226], [3.308, 0.434, 2.111], [2.737, -0.670, 1.506], [1.426, -0.598, 1.034], [0.772, -1.724, 0.389], [1.212, -3.035, 0.271], [0.259, -3.695, -0.422], [0.124, -4.969, -0.836], [-0.999, -5.305, -1.538], [-1.959, -4.304, -1.793], [-1.839, -3.067, -1.395], [-0.757, -2.734, -0.713], [-0.430, -1.569, -0.219], [0.709, 0.586, 1.172], [-0.593, 2.862, -0.227], [0.352, 2.497, -1.147], [-0.212, 2.064, -2.361], [-1.572, 2.106, -2.347], [-2.192, 2.700, -0.865], [0.844, 3.476, 2.682], [3.059, 2.480, 2.692], [4.318, 0.377, 2.490], [3.304, -1.582, 1.403], [2.097, -3.520, 0.630], [0.915, -5.666, -0.593], [-1.146, -6.313, -1.887], [-2.858, -4.536, -2.346], [-0.311, 0.599, 0.828], [1.410, 2.546, -0.962], [0.367, 1.732, -3.204], [-2.251, 1.818, -3.124]], "smiles": "O=C(Nc1cccc(-c2cn3cccnc3n2)c1)c1cccs1", "homo_energy_ev": -8.24, "relative_energy_ev": 0.0000, "total_charge": 0}

***

Record 4
{"formula": "C17H12N4PtSSe", "method": "ωB97M-V/def2-TZVPD", "elements": ["Pt", "C", "C", "C", "C", "N", "C", "C", "C", "C", "C", "C", "N", "H", "H", "H", "H", "H", "H", "H", "H", "S", "C", "Se", "N", "C", "C", "C", "C", "C", "C", "N", "H", "H", "H", "H"], "xyz": [[-1.177, 0.072, 0.045], [1.123, 3.911, 0.275], [1.706, 3.992, -0.995], [1.565, 2.944, -1.872], [0.834, 1.800, -1.500], [0.278, 1.764, -0.264], [0.413, 2.769, 0.587], [0.632, 0.659, -2.361], [1.127, 0.575, -3.676], [0.882, -0.542, -4.437], [0.140, -1.597, -3.895], [-0.325, -1.461, -2.602], [-0.081, -0.385, -1.870], [1.209, 4.713, 0.988], [2.257, 4.873, -1.284], [2.003, 3.001, -2.854], [-0.063, 2.651, 1.555], [1.691, 1.397, -4.082], [1.257, -0.604, -5.447], [-0.071, -2.488, -4.461], [-0.909, -2.244, -2.131], [-4.030, 1.465, -1.409], [-2.825, 0.830, -0.699], [1.919, -1.486, 1.179], [0.181, -0.963, 1.259], [-0.379, -1.552, 2.339], [-1.705, -1.372, 2.750], [-2.147, -2.053, 3.857], [-1.287, -2.907, 4.571], [0.021, -3.090, 4.204], [0.506, -2.405, 3.075], [1.750, -2.478, 2.599], [-2.350, -0.690, 2.183], [-3.165, -1.935, 4.193], [-1.672, -3.426, 5.435], [0.687, -3.740, 4.746]], "homo_energy_ev": [-10.76, -10.62], "s_squared": 0.75, "total_charge": 1, "spin_multiplicity": 2}